# 1
{"formula": "C8H15N2", "method": "wB97M-V/def2-TZVPD", "e_tot_ha": -422.92929, "de_lowest_kj_mol": 433.3, "orbital_gap_ev": 8.9, "largest_force_ev_per_a": 3.52, "total_charge": 1, "elements": ["C", "C", "C", "C", "C", "C", "C", "C", "N", "N", "H", "H", "H", "H", "H", "H", "H", "H", "H", "H", "H", "H", "H", "H", "H"], "positions_angstrom": [[3.332, 0.135, 0.180], [4.313, 0.720, 0.540], [2.576, -0.971, -0.378], [1.139, -0.874, 0.148], [0.260, 0.273, -0.228], [-1.897, 0.361, 1.408], [-2.328, -1.285, -0.510], [-2.141, 0.185, -0.018], [0.851, 1.292, -0.730], [-2.546, 1.202, -0.790], [2.476, -0.962, -1.427], [2.900, -1.921, 0.076], [0.529, -1.759, -0.175], [1.187, -0.844, 1.278], [-2.885, 0.365, 2.011], [-1.541, 1.346, 1.519], [-1.059, -0.390, 1.771], [-2.157, -1.875, 0.406], [-3.236, -1.590, -0.994], [-1.372, -1.388, -1.155], [1.913, 1.399, -0.576], [0.513, 2.080, -1.275], [4.969, 1.420, 0.996], [-2.730, 2.132, -0.453], [-3.067, 0.948, -1.624]], "atomic_forces_ev_per_a": [[1.2, -1.2, -0.8], [-0.1, 1.3, 0.7], [-1.8, -0.1, 2.1], [-1.2, -0.3, 1.4], [-1.1, -0.3, -1.1], [0.0, -1.1, 2.0], [3.3, 1.2, 0.4], [0.2, -0.9, -1.6], [3.2, 1.0, 0.1], [-0.8, -1.3, 0.0], [0.7, -0.2, -1.3], [0.5, 0.3, -0.8], [0.7, 0.4, 0.6], [-0.2, -0.4, -0.9], [1.4, -0.6, -0.9], [0.7, 1.2, 0.6], [-2.3, 1.5, -0.4], [-0.2, -0.1, -0.6], [-0.4, 0.3, -0.4], [-2.0, -0.5, 0.7], [-1.6, -0.3, -0.6], [-1.0, -0.2, 0.6], [0.4, 0.0, -0.1], [0.2, 0.1, 0.3], [0.3, 0.2, 0.1]], "nbo_charge": [-0.131, -0.121, -0.484, -0.521, 0.236, -0.704, -0.692, 0.500, -0.732, -0.753, 0.239, 0.263, 0.240, 0.252, 0.262, 0.229, 0.260, 0.242, 0.256, 0.259, 0.406, 0.413, 0.249, 0.417, 0.415]}

# 2
{"formula": "C8H15N2O", "method": "wB97M-V/def2-TZVPD", "e_tot_ha": -498.24041, "de_lowest_kj_mol": 335.6, "orbital_gap_ev": 9.3, "largest_force_ev_per_a": 4.68, "total_charge": 1, "elements": ["C", "C", "C", "C", "C", "C", "C", "C", "N", "N", "O", "H", "H", "H", "H", "H", "H", "H", "H", "H", "H", "H", "H", "H", "H", "H"], "positions_angstrom": [[0.152, -1.070, 2.090], [0.756, -1.434, 0.980], [-0.993, -0.156, 2.082], [-1.593, 0.394, 0.750], [0.517, -0.901, -0.423], [-0.413, 0.791, -0.194], [0.479, 1.757, 0.402], [-0.841, 1.210, -1.542], [-0.198, -1.901, -1.031], [1.753, -0.708, -1.158], [-1.475, 0.124, 3.191], [0.490, -1.305, 3.073], [1.520, -2.213, 1.165], [-2.071, -0.337, 0.184], [-2.434, 1.017, 0.977], [1.310, 2.066, -0.209], [0.913, 1.626, 1.443], [-0.038, 2.755, 0.535], [0.057, 1.622, -2.141], [-1.433, 2.096, -1.476], [-1.168, 0.504, -2.266], [-0.792, -1.596, -1.800], [-0.803, -2.373, -0.340], [1.515, -0.364, -2.086], [2.345, -1.491, -1.552], [2.447, -0.113, -0.652]], "atomic_forces_ev_per_a": [[-0.6, 1.2, -0.8], [2.2, -0.4, 0.3], [-2.1, 1.0, 2.0], [2.5, -0.7, 0.8], [-2.3, 1.6, 3.8], [0.0, -3.4, 0.2], [1.4, 3.2, 2.5], [2.8, 1.4, -1.8], [-2.3, -1.5, -1.2], [3.0, 0.5, -1.5], [0.6, -0.2, -2.4], [0.0, -0.8, 0.5], [0.0, 0.5, -0.8], [-0.9, -2.1, -0.6], [0.2, 1.4, 0.1], [0.5, -0.2, -0.6], [-0.7, -0.6, -1.2], [0.1, -1.0, -0.2], [-0.8, -0.4, 1.0], [-1.0, 0.3, -0.1], [-1.3, -0.9, 0.0], [0.1, -0.1, -0.1], [0.5, 0.2, -0.8], [-0.2, 1.3, 0.0], [-1.0, -0.4, 1.5], [-0.9, 0.0, -0.6]], "nbo_charge": [-0.236, -0.217, 0.522, -0.543, 0.222, 0.086, -0.701, -0.663, -0.842, -0.704, -0.476, 0.258, 0.235, 0.227, 0.275, 0.213, 0.250, 0.261, 0.201, 0.259, 0.222, 0.381, 0.412, 0.443, 0.456, 0.460]}